No. 1
ORCA calculation (wB97M-V/def2-TZVPD) on the molecule C2H5N3S2 at a distorted geometry.

```
12
C2H5N3S2 wB97M-V/def2-TZVPD
C -0.400 0.007 -0.547
C 0.967 0.231 -0.305
H -0.239 1.088 1.759
H -1.603 0.302 2.393
H -0.228 -1.120 -2.202
H -1.847 -0.449 -1.889
H 3.064 -0.678 0.971
N -0.888 0.295 1.649
N -1.308 0.073 0.274
N -0.793 -0.383 -1.888
S 1.868 -1.134 0.183
S 1.408 1.768 -0.398
```

As for the LUMO energy: -0.7 eV. The calculation puts the HOMO-LUMO gap at 7.744 eV. For the energy relative to the best compared isomer or geometry (same formula, charge and spin), the calculation gives 80.0 kcal per mole. As for the SMILES: N/N=C(/N)C(=S)S.

No. 2
ORCA calculation (wB97M-V/def2-TZVPD) on a structure of composition C16H11NO4STm at a distorted geometry.

```
34
C16H11NO4STm wB97M-V/def2-TZVPD
Tm -0.842 0.477 -2.989
O -4.194 -2.464 -3.482
C -3.323 -1.771 -3.258
C -1.842 2.382 -3.779
O -2.303 3.361 -4.206
C 0.761 -0.635 -4.237
O 1.646 -1.112 -4.800
C -2.393 0.204 -5.024
O -3.063 0.262 -5.997
N -0.697 0.270 -0.914
S 0.450 -0.659 -0.127
C 1.578 0.586 0.464
C 2.950 0.335 0.304
C 3.884 1.295 0.676
C 3.446 2.505 1.191
C 2.091 2.758 1.365
C 1.154 1.788 0.996
C -0.410 -1.222 1.331
C -1.363 -0.467 1.999
C -1.970 -0.968 3.153
C -1.631 -2.237 3.619
C -0.683 -3.004 2.960
C -0.075 -2.498 1.815
H -1.141 0.899 -0.245
H 3.268 -0.619 -0.128
H 4.947 1.108 0.550
H 4.162 3.278 1.486
H 1.728 3.702 1.773
H 0.086 1.970 1.108
H -1.634 0.514 1.615
H -2.715 -0.353 3.662
H -2.113 -2.606 4.522
H -0.427 -3.990 3.325
H 0.665 -3.088 1.270
```

As for the spin multiplicity: 3. As for the LUMO energy (spin up / spin down): -10.5 / -14.4 eV. The calculation puts the HOMO-LUMO gap (spin up / spin down) at 7.885 / 2.174 eV. For the energy relative to the best compared isomer or geometry (same formula, charge and spin), the calculation gives 21.2 kcal per mole. As for the net charge: +3.

No. 3
ORCA calculation (wB97M-V/def2-TZVPD) on a structure of composition C14H24Cl3N2O3S4SbSe2SiW at a distorted geometry.

```
55
C14H24Cl3N2O3S4SbSe2SiW wB97M-V/def2-TZVPD
W 0.696 1.450 -1.280
C 0.368 0.760 2.651
Se 0.193 2.171 1.337
C -1.621 2.721 1.873
C -2.102 3.951 1.127
Se -2.154 3.653 -0.805
C -4.037 4.068 -1.121
H -0.293 -0.076 2.433
H 0.134 1.187 3.623
H 1.404 0.440 2.640
H -1.544 2.927 2.941
H -2.289 1.874 1.712
H -1.450 4.800 1.322
H -3.117 4.208 1.427
H -4.244 5.080 -0.781
H -4.685 3.353 -0.619
H -4.183 4.018 -2.197
S 3.756 4.117 1.386
Sb 3.345 3.042 -0.537
S 2.547 0.759 0.014
S 1.087 3.742 -1.363
S 4.699 2.748 -2.291
O 1.302 -2.376 4.304
C 1.715 -3.594 3.704
N 1.899 -3.319 2.309
C 1.267 -4.012 1.322
O 0.604 -5.013 1.513
C 1.439 -3.429 -0.047
C 1.705 -4.233 -1.147
C 1.806 -3.628 -2.383
C 1.575 -2.260 -2.487
N 1.274 -1.488 -1.444
C 1.241 -2.077 -0.250
H 1.381 -2.454 5.261
H 0.958 -4.372 3.783
H 2.648 -3.947 4.150
H 2.448 -2.507 2.075
H 1.838 -5.300 -1.021
H 2.056 -4.197 -3.268
H 1.626 -1.773 -3.450
H 1.029 -1.435 0.597
Cl 0.502 -0.135 -5.028
Si 1.210 1.350 -3.746
Cl -0.738 2.487 -3.590
Cl 2.279 2.563 -4.968
C -1.787 -1.437 0.129
O -0.978 -0.265 -0.097
C -1.038 0.415 -1.250
C -2.235 0.198 -2.092
H -2.823 -1.157 0.308
H -1.389 -1.908 1.024
H -1.728 -2.133 -0.706
H -3.046 -0.295 -1.563
H -1.955 -0.410 -2.958
H -2.597 1.146 -2.476
```

As for the LUMO energy (spin up / spin down): -1.8 / -1.7 eV. The calculation puts the HOMO-LUMO gap (spin up / spin down) at 5.859 / 5.990 eV. For the energy relative to the best compared isomer or geometry (same formula, charge and spin), the calculation gives 73.1 kcal per mole.

No. 4
ORCA calculation (wB97M-V/def2-TZVPD) on the molecule C2H3N3 at a distorted geometry.

```
8
C2H3N3 wB97M-V/def2-TZVPD
C 0.605 0.252 -0.165
C -0.840 0.273 -0.286
N -1.374 -1.106 -0.260
N -1.279 -0.601 0.837
N 1.072 -0.307 0.847
H 1.203 0.696 -0.991
H -1.507 1.005 -0.750
H 2.121 -0.213 0.769
```

As for the LUMO energy: 0.8 eV. The calculation puts the HOMO-LUMO gap at 10.720 eV. For the energy relative to the best compared isomer or geometry (same formula, charge and spin), the calculation gives 67.0 kcal per mole. As for the SMILES: [H]/N=C/C1N=N1.

No. 5
ORCA calculation (wB97M-V/def2-TZVPD) on a structure of composition C30H50ClF5P2ReSSi2 at a distorted geometry.

```
92
C30H50ClF5P2ReSSi2 wB97M-V/def2-TZVPD
Re -0.129 0.004 0.230
C -1.230 0.003 2.084
C -1.593 1.169 1.357
C -2.168 0.708 0.108
Si -1.279 2.890 2.065
C -2.163 -0.699 0.105
C -1.573 -1.164 1.347
Si -1.213 -2.885 2.023
H -0.769 0.003 3.069
H -2.558 1.356 -0.665
H -2.559 -1.349 -0.665
Cl 2.326 0.203 -4.123
C -0.935 -2.824 3.880
C -2.627 -4.055 1.687
C -1.142 2.873 3.933
C -2.691 4.041 1.652
H -3.534 -3.638 2.144
H -2.422 -5.025 2.167
H -2.815 -4.216 0.620
H -0.145 -2.125 4.182
H -0.676 -3.831 4.245
H -1.874 -2.515 4.363
H -3.608 3.596 2.060
H -2.835 4.217 0.580
H -2.527 5.005 2.159
H -2.074 2.471 4.353
H -1.014 3.903 4.300
H -0.303 2.268 4.299
C 0.369 -3.396 1.124
C 0.338 3.381 1.235
P 0.516 -2.491 -0.449
H 0.361 -4.486 0.961
H 1.246 -3.160 1.750
P 0.532 2.492 -0.344
H 1.184 3.123 1.899
H 0.357 4.474 1.073
C 2.135 3.137 -1.021
C -0.785 3.300 -1.428
C -0.835 -3.268 -1.508
C 2.090 -3.143 -1.201
C 3.193 -2.094 -1.135
H 1.821 -3.318 -2.253
C 2.557 -4.463 -0.582
H 2.832 -4.328 0.473
H 3.454 -4.810 -1.112
H 1.809 -5.263 -0.644
H 2.911 -1.148 -1.610
H 4.082 -2.467 -1.662
H 3.474 -1.889 -0.093
H -1.775 -3.079 -0.970
C -0.686 -4.779 -1.677
C -0.894 -2.563 -2.857
H -0.729 -5.318 -0.722
H 0.245 -5.040 -2.194
H -1.518 -5.142 -2.294
H -1.084 -1.489 -2.747
H -1.710 -2.970 -3.469
H 0.041 -2.702 -3.414
H -1.739 3.106 -0.916
C -0.818 2.613 -2.786
C -0.636 4.814 -1.576
H -0.685 5.344 -0.616
H -1.467 5.184 -2.192
H 0.296 5.082 -2.086
H -1.025 1.542 -2.684
H 0.130 2.741 -3.323
H -1.619 3.029 -3.412
C 3.228 2.084 -0.902
C 2.580 4.466 -0.407
H 1.908 3.300 -2.084
H 2.800 4.354 0.663
H 1.846 5.273 -0.525
H 3.504 4.792 -0.903
H 3.501 1.899 0.146
H 4.118 2.443 -1.435
H 2.948 1.128 -1.354
C 0.665 0.037 -3.657
H 0.572 0.068 -2.568
H 0.105 0.853 -4.122
H 0.289 -0.898 -4.070
F 2.653 -1.360 7.122
C 2.543 -1.067 5.812
C 2.111 0.191 5.405
F 1.774 1.124 6.325
C 2.011 0.487 4.058
F 1.787 1.780 3.669
C 2.217 -0.488 3.075
S 1.943 -0.152 1.310
C 2.746 -1.712 3.509
F 3.146 -2.617 2.561
C 2.877 -2.025 4.854
F 3.274 -3.263 5.236
```

As for the spin multiplicity: 4. As for the LUMO energy (spin up / spin down): 0.4 / -0.4 eV. The calculation puts the HOMO-LUMO gap (spin up / spin down) at 4.201 / 6.112 eV.

No. 6
ORCA calculation (wB97M-V/def2-TZVPD) on a cluster of 9 separate species, C28H47Br8N3O2 in total at a distorted geometry.

```
88
C28H47Br8N3O2 wB97M-V/def2-TZVPD
C -1.273 -3.185 3.352
C -2.206 -1.951 3.266
C -3.611 -2.495 3.451
O -3.464 -3.921 3.205
C -2.152 -4.224 2.714
H -1.045 -3.457 4.383
H -0.364 -3.177 2.752
H -1.926 -1.454 2.338
H -2.040 -1.212 4.050
H -4.293 -1.955 2.795
H -3.985 -2.257 4.446
H -2.226 -4.201 1.627
H -1.810 -5.230 2.957
C -1.497 2.072 1.914
C -2.837 2.707 2.372
C -3.538 2.959 1.039
O -2.483 3.491 0.273
C -1.300 2.766 0.514
H -1.565 0.989 1.807
H -0.671 2.108 2.624
H -2.771 3.734 2.733
H -3.466 2.043 2.964
H -4.281 3.717 1.285
H -4.026 2.048 0.692
H -0.390 3.359 0.413
H -1.032 2.038 -0.251
Br 2.030 2.323 -3.877
C 2.358 1.793 -5.773
C 1.727 2.769 -6.680
Br 2.722 4.501 -6.661
H 2.062 0.744 -5.779
H 3.436 1.665 -5.875
H 0.696 2.933 -6.367
H 1.602 2.414 -7.703
Br 5.327 4.155 0.441
C 3.601 3.166 0.919
C 3.021 2.240 -0.217
Br 4.542 0.992 -0.743
H 2.868 3.968 0.998
H 3.874 2.676 1.854
H 2.785 2.751 -1.151
H 2.142 1.732 0.179
Br -1.402 2.036 -2.992
C -3.281 2.461 -3.443
C -3.921 3.568 -2.615
Br -5.686 3.978 -3.316
H -3.848 1.534 -3.359
H -3.254 2.694 -4.507
H -3.388 4.507 -2.768
H -3.895 3.273 -1.566
Br 1.661 -6.345 3.357
C 3.275 -5.312 3.911
C 3.177 -3.971 3.216
Br 4.561 -2.866 3.997
H 4.202 -5.801 3.614
H 3.298 -5.373 4.999
H 2.208 -3.480 3.299
H 3.242 -4.024 2.129
N -0.462 -0.246 -7.178
C -0.377 -0.039 -5.810
C -0.188 -1.282 -5.201
C -0.314 -2.230 -6.144
C -0.389 -1.633 -7.395
H -0.658 0.424 -7.907
H -0.293 0.951 -5.388
H -0.047 -1.457 -4.144
H -0.392 -3.290 -5.953
H -0.588 -2.175 -8.308
N 2.525 0.236 5.444
C 1.638 -0.346 6.246
C 0.661 -0.979 5.549
C 1.039 -0.924 4.197
C 2.212 -0.177 4.167
H 3.339 0.689 5.835
H 1.664 -0.030 7.278
H -0.220 -1.314 6.077
H 0.539 -1.203 3.281
H 2.839 0.299 3.427
N -0.125 -0.358 -1.355
C 1.257 -0.330 -1.297
C 1.801 -1.033 -0.289
C 0.650 -1.442 0.461
C -0.539 -1.002 -0.165
H -0.777 -0.043 -2.058
H 1.817 0.192 -2.058
H 2.830 -1.221 -0.019
H 0.645 -2.070 1.340
H -1.575 -0.980 0.136
```

As for the spin multiplicity: 2. As for the LUMO energy (spin up / spin down): -3.1 / -7.2 eV. The calculation puts the HOMO-LUMO gap (spin up / spin down) at 7.513 / 3.430 eV. As for the net charge: +1.

Number 1: energy -28293.1985 eV. Number 2: energy -66782.0819 eV. Number 3: energy -251874.2470 eV. Number 4: energy -6589.6703 eV. Number 5: energy -105328.4901 eV. Number 6: energy -598691.8219 eV.